Entry from the Open Molecules 2025 dataset: a molecular structure, C3H7N2 (ωB97M-V with the def2-TZVPD basis set).

```
! wB97M-V def2-TZVPD RIJCOSX def2/J DEFGRID3
* xyz 1 1
C -0.438 -0.242 1.311
C -0.798 1.153 -0.142
C 0.468 0.132 0.189
N -1.391 0.567 1.094
N 0.751 -0.921 -0.877
H -0.353 -0.822 2.203
H -0.816 2.208 -0.104
H -1.217 1.014 -1.130
H 1.386 0.571 0.480
H -0.111 -1.453 -0.727
H 1.632 -1.476 -0.511
H 0.886 -0.732 -1.785
*
```

Computed properties:
Relative energy (zero: lowest compared OMol25 entry of this formula, charge and spin) in kcal per mole: 57.5
Electronic energy in eV: -6195.020
Frontier orbital gap in eV: 10.542
Max |F| in eV/A: 7.41